<1>
Below is a single C20H23N3O4 molecule, with properties calculated with ωB97M-V/def2-TZVPD.

Computed properties:
structure (SMILES) = O=C(COC(=O)[C@]12C[C@H]3C[C@H](C[C@H](C3)C1)C2)Nc1ccc2[nH]c(=O)[nH]c2c1
E_HOMO = -8.319 eV
Kohn-Sham gap = 8.84 eV

Structure (ORCA input):
```
! wB97M-V def2-TZVPD RIJCOSX def2/J DEFGRID3
* xyz 0 1
O -1.22913 2.45674 -4.43245
C -0.90596 2.14024 -3.30869
C -1.95556 1.83080 -2.24664
O -1.63436 0.66254 -1.50107
C -1.80596 0.71006 -0.17218
O -2.16222 1.70116 0.41201
C -1.55877 -0.63081 0.49229
C -0.59929 -1.51920 -0.29947
C -0.43168 -2.85486 0.42538
C 0.12549 -2.61699 1.82806
C -0.84580 -1.73926 2.61590
C -2.20301 -2.43390 2.71551
C -2.75451 -2.67010 1.31054
C -1.78711 -3.55341 0.52444
C -2.92545 -1.33138 0.59347
C -1.01023 -0.39931 1.90373
N 0.39943 2.02405 -2.96455
C 0.98311 1.76333 -1.70942
C 0.65896 2.54192 -0.60009
C 1.22184 2.29906 0.64289
C 2.13221 1.26658 0.74543
N 2.84105 0.75539 1.81110
C 3.63174 -0.30079 1.40573
O 4.36330 -0.97057 2.08887
N 3.40103 -0.43596 0.04898
C 2.49033 0.50195 -0.38125
C 1.92850 0.74131 -1.61788
H -2.08304 2.67628 -1.55994
H -2.90221 1.66223 -2.77114
H -0.99128 -1.68588 -1.30389
H 0.36622 -1.02068 -0.39438
H 0.26292 -3.48514 -0.14113
H 0.26131 -3.57215 2.33956
H 1.10256 -2.13144 1.76689
H -0.44868 -1.56677 3.62212
H -2.09591 -3.38746 3.23687
H -2.89610 -1.81401 3.28810
H -3.72998 -3.16431 1.37785
H -1.67355 -4.51663 1.02632
H -2.18267 -3.74140 -0.47617
H -3.32960 -1.49195 -0.40876
H -3.62158 -0.69501 1.14409
H -1.69519 0.24774 2.45403
H -0.04812 0.11218 1.83746
H 1.03309 2.07380 -3.75345
H -0.04216 3.35288 -0.70875
H 0.94942 2.89812 1.49617
H 2.81094 1.08951 2.75885
H 3.84941 -1.13472 -0.51792
H 2.18961 0.15214 -2.48276
*
```

Löwdin population analysis, charges in e, atoms 1 to 5: O 0.074; C -0.445; C -0.052; O 0.016; C -0.442

---

<2>
Below is a single C20H23N3O4 molecule, with properties calculated with ωB97M-V/def2-TZVPD.

Computed properties:
structure (SMILES) = COc1ccc(NC(=O)[C@H](c2ccccc2)N(C)C(=O)CNC(C)=O)cc1
E_HOMO = -7.802 eV
Kohn-Sham gap = 8.45 eV

Structure (ORCA input):
```
! wB97M-V def2-TZVPD RIJCOSX def2/J DEFGRID3
* xyz 0 1
C -7.31704 -1.56137 -1.03677
O -6.71942 -1.29415 0.20789
C -5.40384 -0.93394 0.23168
C -4.59128 -0.79119 -0.88641
C -3.26468 -0.41962 -0.74925
C -2.72422 -0.18700 0.50786
N -1.39180 0.19741 0.71136
C -0.40123 0.30940 -0.20208
O -0.51872 0.16847 -1.39851
C 0.94677 0.76290 0.41205
C 1.04934 2.25413 0.24467
C 0.86703 2.84310 -1.00252
C 0.94317 4.21641 -1.14203
C 1.19797 5.01669 -0.04036
C 1.37115 4.43762 1.20468
C 1.29538 3.06300 1.34727
N 2.00318 0.00363 -0.25727
C 3.13111 0.67445 -0.86276
C 1.79611 -1.32478 -0.25011
O 0.87403 -1.81946 0.38385
C 2.75861 -2.22647 -1.02486
N 3.62844 -2.93298 -0.10849
C 4.87380 -2.50155 0.19223
C 5.57009 -3.33719 1.24356
O 5.38677 -1.54624 -0.35646
C -3.54042 -0.32930 1.62975
C -4.86014 -0.69661 1.49509
H -6.82503 -2.39472 -1.54881
H -8.34815 -1.83358 -0.81624
H -7.30738 -0.67963 -1.68593
H -4.97524 -0.96716 -1.87858
H -2.64304 -0.31794 -1.62220
H -1.13285 0.27824 1.68446
H 0.97081 0.50371 1.47989
H 0.65247 2.21772 -1.85522
H 0.80092 4.66463 -2.11397
H 1.25856 6.08904 -0.15116
H 1.56686 5.05601 2.06816
H 1.43557 2.61585 2.32164
H 2.95511 0.87040 -1.92352
H 4.03703 0.07932 -0.74619
H 3.28642 1.62594 -0.35759
H 2.14710 -2.95740 -1.56061
H 3.37918 -1.67771 -1.73017
H 3.19294 -3.63826 0.46494
H 5.04004 -3.25826 2.19053
H 5.59171 -4.38129 0.94052
H 6.58648 -2.97714 1.37203
H -3.13341 -0.15295 2.61558
H -5.49626 -0.81013 2.35839
*
```

Löwdin population analysis, charges in e, atoms 1 to 5: C -0.095; O -0.090; C -0.283; C -0.013; C 0.001

---

Which of them is most stable? Easy: <1>.

---

<1>
Below is 2 unconnected molecules or ions with the total composition C4H8NO3, with properties calculated with ωB97M-V/def2-TZVPD.

Computed properties:
E_HOMO = -4.665 eV
Kohn-Sham gap = 8.47 eV

Structure (ORCA input):
```
! wB97M-V def2-TZVPD RIJCOSX def2/J DEFGRID3
* xyz -1 1
C 1.40329 1.32398 0.98822
C 0.73517 0.44904 2.04587
O -0.32892 -0.12789 1.67624
O 1.28488 0.37598 3.15482
H 2.30887 1.80567 1.35933
H 0.75418 2.11661 0.62833
H 1.69064 0.75044 0.10872
C -1.19473 0.80732 -1.85186
C -0.73400 -0.62903 -1.96441
O -0.72919 -1.19103 -3.05437
N -0.35370 -1.20273 -0.81631
H -0.15983 -2.19769 -0.84716
H -0.49894 -0.72303 0.09943
H -0.86936 1.34692 -0.97228
H -2.28468 0.79285 -1.83725
H -0.88571 1.38541 -2.71334
*
```

Löwdin population analysis, charges in e, atoms 1 to 5: C -0.055; C -0.769; O -0.122; O -0.068; H 0.055

---

<2>
Below is 2 unconnected molecules or ions with the total composition C4H8NO3, with properties calculated with ωB97M-V/def2-TZVPD.

Computed properties:
E_HOMO = -4.492 eV
Kohn-Sham gap = 8.36 eV

Structure (ORCA input):
```
! wB97M-V def2-TZVPD RIJCOSX def2/J DEFGRID3
* xyz -1 1
C -1.66877 -0.85130 -0.67406
C -0.66030 -1.92838 -0.20259
O 0.50195 -1.98631 -0.70333
O -1.10940 -2.65642 0.70773
H -1.53875 -0.50670 -1.70016
H -1.64373 0.14847 -0.21676
H -2.65235 -1.27307 -0.50186
C 1.34261 0.83795 1.40278
C 0.76807 1.57149 0.18091
O 0.36501 2.72271 0.26186
N 0.76497 0.83372 -0.94070
H 0.33823 1.20100 -1.75835
H 0.94014 -0.17616 -0.96488
H 2.11711 0.14437 1.09102
H 0.53565 0.30128 1.90786
H 1.59956 1.61736 2.11051
*
```

Löwdin population analysis, charges in e, atoms 1 to 5: C -0.062; C -0.764; O -0.128; O -0.091; H 0.048

---

Which of them is most stable? Easy: <1>.

---

<1>
Below is 2 unconnected molecules or ions with the total composition C4H8NO3, with properties calculated with ωB97M-V/def2-TZVPD.

Computed properties:
E_HOMO = -1.982 eV
Kohn-Sham gap = 5.43 eV

Structure (ORCA input):
```
! wB97M-V def2-TZVPD RIJCOSX def2/J DEFGRID3
* xyz -1 1
O -2.00160 -1.93458 -2.82306
C -1.57504 -1.84242 -1.72038
O -0.58050 -2.60478 -1.28249
C -0.36340 1.37378 1.72798
C -0.18882 0.08140 0.99203
C 0.52534 0.39232 -0.42766
O 1.77614 1.02722 -0.16304
N 0.23032 2.52898 1.73116
H -0.13309 -3.28918 -1.91449
H -1.34463 1.66128 2.14718
H 0.13315 -0.59327 1.78344
H -0.90945 -0.67905 0.84057
H 0.11376 1.26152 -1.02355
H 0.60988 -0.41123 -1.14734
H 2.54396 0.37315 -0.02864
H 1.16399 2.65485 1.30829
*
```

Löwdin population analysis, charges in e, atoms 1 to 5: O -0.114; C -0.671; O -0.135; C -0.258; C -0.152

---

<2>
Below is 2 unconnected molecules or ions with the total composition C4H8NO3, with properties calculated with ωB97M-V/def2-TZVPD.

Computed properties:
E_HOMO = -4.460 eV
Kohn-Sham gap = 8.24 eV

Structure (ORCA input):
```
! wB97M-V def2-TZVPD RIJCOSX def2/J DEFGRID3
* xyz -1 1
C -1.06139 0.05294 -2.60692
C -2.00945 -0.38585 -1.29683
O -1.40558 -0.42733 -0.23987
O -3.11687 -0.80160 -1.54187
H -1.45429 0.39026 -3.51245
H -0.70747 -0.88827 -2.88457
H -0.40470 0.84853 -2.32079
C 1.97081 -0.63309 1.58447
C 1.18886 0.59550 1.87064
O 1.73608 1.58579 2.39431
N -0.08834 0.84364 1.42014
H -0.60045 1.70814 1.68241
H -0.64806 0.19654 0.88936
H 1.99938 -1.39529 2.35737
H 2.95554 -0.31130 1.34406
H 1.64594 -1.37863 0.86052
*
```

Löwdin population analysis, charges in e, atoms 1 to 5: C -0.020; C -0.756; O -0.068; O -0.038; H 0.010

---

Which of them is most stable? Easy: <2>.

---

<1>
Below is a molecular structure, C4H8NO3, with properties calculated with ωB97M-V/def2-TZVPD.

Computed properties:
E_HOMO = -3.367 eV
Kohn-Sham gap = 7.25 eV

Structure (ORCA input):
```
! wB97M-V def2-TZVPD RIJCOSX def2/J DEFGRID3
* xyz -1 1
C -0.59789 0.57497 -1.95428
N -0.88178 0.70101 -0.52473
C 0.29875 0.42900 0.26984
C 0.09825 0.54113 1.84938
O 1.26537 0.09691 2.38298
C 0.51574 -1.23569 0.03730
O 1.74122 -1.77337 0.07531
O -0.58304 -1.82891 -0.12420
H 0.04479 1.37745 -2.24403
H -0.12634 -0.35956 -2.24111
H -1.54522 0.64687 -2.42769
H -1.41119 -0.14733 -0.31386
H 1.18411 0.99593 -0.06291
H -0.79409 -0.11597 2.03295
H -0.22692 1.57777 2.17764
H 1.01827 -1.48021 1.06739
*
```

Löwdin population analysis, charges in e, atoms 1 to 5: C -0.143; N -0.108; C -0.234; C -0.453; O -0.324

---

<2>
Below is 2 unconnected molecules or ions with the total composition C4H8NO3, with properties calculated with ωB97M-V/def2-TZVPD.

Computed properties:
E_HOMO = -4.434 eV
Kohn-Sham gap = 7.98 eV

Structure (ORCA input):
```
! wB97M-V def2-TZVPD RIJCOSX def2/J DEFGRID3
* xyz -1 1
C -1.85048 -1.35650 -0.78358
C -1.33272 -2.68370 -0.09073
O -2.25831 -3.45494 0.10812
O -0.13485 -2.56376 0.27551
H -1.45216 -0.42257 -0.43479
H -2.98950 -1.28025 -0.50413
H -1.88785 -1.23088 -1.78859
C 2.08138 2.15154 0.80340
C 0.87344 1.56111 -0.11333
O 0.25752 2.51670 -0.51072
N 0.67050 0.27353 -0.06131
H 1.99287 3.10936 1.21157
H 2.92807 2.36692 0.16168
H -0.21480 -0.22564 -0.49030
H 1.24160 -0.31440 0.45947
H 2.07529 1.55348 1.75773
*
```

Löwdin population analysis, charges in e, atoms 1 to 5: C -0.051; C -0.774; O -0.060; O -0.105; H 0.008

---

Which of them is most stable? Easy: <2>.

---

<1>
Below is a gas-phase ion, C6H11N2 (charge +1), with properties calculated with ωB97M-V/def2-TZVPD.

Computed properties:
structure (SMILES) = CCCc1c[nH]c[nH+]1
E_HOMO = -14.142 eV
Kohn-Sham gap = 10.82 eV

Structure (ORCA input):
```
! wB97M-V def2-TZVPD RIJCOSX def2/J DEFGRID3
* xyz 1 1
C 1.48601 0.37113 -2.16323
C 1.67652 0.50814 -0.62212
C 0.44222 1.12402 0.08204
C -0.51736 0.08915 0.58023
C -0.52344 -1.26690 0.44897
N -1.62401 -1.73177 1.13074
C -2.23131 -0.72252 1.76444
N -1.55981 0.37612 1.42440
H 2.20785 -0.37450 -2.48772
H 1.70968 1.29384 -2.68560
H 0.46547 0.07765 -2.40146
H 2.49851 1.20439 -0.51417
H 1.88440 -0.41560 -0.08958
H -0.17340 1.73434 -0.58921
H 0.81195 1.67249 0.95240
H 0.16855 -1.74466 -0.22024
H -1.79637 -2.69196 1.37115
H -3.15804 -0.81112 2.30132
H -1.76741 1.30777 1.71764
*
```

Löwdin population analysis, charges in e, atoms 1 to 5: C -0.083; C -0.223; C -0.125; C -0.208; C 0.019

---

<2>
Below is a gas-phase ion, C6H11N2 (charge +1), with properties calculated with ωB97M-V/def2-TZVPD.

Computed properties:
structure (SMILES) = [NH3+]CCc1cc[nH]c1
E_HOMO = -11.718 eV
Kohn-Sham gap = 8.13 eV

Structure (ORCA input):
```
! wB97M-V def2-TZVPD RIJCOSX def2/J DEFGRID3
* xyz 1 1
N 1.90395 -1.37739 1.02792
C 1.80098 -0.52235 -0.22419
C 0.43760 -0.75100 -0.87869
C -0.61517 0.23069 -0.46200
C -0.91273 1.50908 -0.99140
C -2.00453 2.00756 -0.32864
N -2.39304 1.06691 0.57428
C -1.54891 -0.00067 0.52518
H 1.95697 -2.35473 0.72874
H 2.77135 -1.14898 1.50394
H 1.06328 -1.30026 1.59833
H 1.84829 0.51168 0.11567
H 2.63759 -0.76569 -0.86284
H 0.51369 -0.77693 -1.96863
H 0.06151 -1.75234 -0.64420
H -0.39787 2.02652 -1.77834
H -2.31269 3.03914 -0.39254
H -3.12795 1.18292 1.24920
H -1.68234 -0.82416 1.20821
*
```

Löwdin population analysis, charges in e, atoms 1 to 5: N 0.199; C -0.115; C -0.141; C -0.270; C -0.049

---

Which of them is most stable? Easy: <1>.

---

<1>
Below is 2 unconnected molecules or ions with the total composition C6H11N2, with properties calculated with ωB97M-V/def2-TZVPD.

Computed properties:
E_HOMO = -12.454 eV
Kohn-Sham gap = 3.61 eV

Structure (ORCA input):
```
! wB97M-V def2-TZVPD RIJCOSX def2/J DEFGRID3
* xyz 1 1
C -0.74362 -1.18372 2.58760
C -1.06486 -1.23915 1.04873
C 0.19736 -1.53871 0.66467
C 1.56672 0.69443 -2.24155
C 2.50328 1.01304 -1.44467
N -0.76696 1.19843 -0.56698
C -0.42793 1.72315 -1.88109
N 0.39338 0.78005 -2.67089
H -1.50251 -0.71617 3.23154
H -0.45494 -2.11643 3.07038
H 0.08337 -0.51014 2.84270
H -1.95686 -1.78332 0.76462
H -0.13374 0.44320 -0.34915
H 0.52369 -2.44218 0.13560
H 1.08645 -0.96676 0.92555
H 3.57135 1.18681 -1.46185
H -1.69120 0.79179 -0.48845
H 0.13862 2.64894 -1.74741
H -1.32159 2.01674 -2.41935
*
```

Löwdin population analysis, charges in e, atoms 1 to 5: C -0.117; C -0.144; C -0.047; C -0.095; C 0.360

---

<2>
Below is a gas-phase ion, C6H11N2 (charge +1), with properties calculated with ωB97M-V/def2-TZVPD.

Computed properties:
E_HOMO (alpha / beta) = -11.568 / -11.568 eV
Kohn-Sham gap (alpha / beta) = 7.37 / 7.37 eV

Structure (ORCA input):
```
! wB97M-V def2-TZVPD RIJCOSX def2/J DEFGRID3
* xyz 1 1
C -0.68423 1.45206 -0.31239
C 0.58929 1.26189 0.51633
C -1.71361 0.28516 -0.24039
C 3.55081 -0.79115 -0.21448
C 1.26432 -0.01945 0.22892
C -1.29118 -0.91561 0.48718
N 2.43999 -0.25201 0.02360
N -1.34624 -2.10495 -0.04086
H -1.16407 2.37174 0.01359
H -0.39880 1.58583 -1.35733
H 1.24683 2.11305 0.31775
H 0.34961 1.27173 1.58378
H -2.59845 0.66131 0.28692
H -2.01669 0.01086 -1.25113
H 3.90552 -0.85722 -1.22978
H 4.17959 -1.10368 0.60349
H -1.02071 -0.83510 1.53325
H -1.57878 -2.21576 -1.02167
H -1.12672 -2.93997 0.48333
*
```

Löwdin population analysis, charges in e, atoms 1 to 5: C -0.162; C -0.197; C -0.139; C 0.038; C -0.047

---

Which of them is most stable? Easy: <2>.